Entry 1:
A single C6H12O2 molecule. Source: the Open Molecules 2025 dataset; level of theory: ωB97M-V/def2-TZVPD.

HOMO energy	-0.323	Eh
net charge	0
gap between HOMO and LUMO	0.3492	Ha

Structure (XYZ):
```
20
Properties=species:S:1:pos:R:3:nbo_charge:R:1
C -0.53 -0.11 0.42 0.27
C -1.10 0.29 -0.85 -0.10
C -0.65 -1.55 0.85 -0.65
C 1.82 1.33 0.21 -0.67
C 1.04 0.22 -0.41 0.03
C 1.56 -0.62 -1.30 -0.44
O -0.70 0.82 1.42 -0.71
O -2.76 0.19 -0.42 -0.85
H -1.06 0.38 2.20 0.49
H -3.00 1.00 0.04 0.45
H -0.99 1.32 -1.16 0.21
H -1.16 -0.48 -1.61 0.22
H 0.03 -1.76 1.68 0.22
H -0.43 -2.23 0.03 0.23
H -1.68 -1.73 1.15 0.24
H 2.86 1.31 -0.11 0.21
H 1.81 1.25 1.29 0.23
H 1.36 2.29 -0.04 0.22
H 2.60 -0.57 -1.59 0.20
H 0.97 -1.37 -1.80 0.19
```

***

Entry 2:
A molecular structure, C6H12O2PS2. Source: the Open Molecules 2025 dataset; level of theory: ωB97M-V/def2-TZVPD.

HOMO energy (alpha / beta)	-0.080 / -0.149	Eh
expectation value of S²	2.01
multiplicity	3
net charge	-1
gap between HOMO and LUMO (alpha / beta)	0.2015 / 0.2413	Ha

Structure (XYZ):
```
23
Properties=species:S:1:pos:R:3:nbo_charge:R:1
C -3.02 -0.03 0.75 -0.94
C -0.65 1.38 -1.97 -0.61
C 1.56 -1.29 1.23 -0.62
C 0.44 0.67 -1.08 -0.41
C 0.69 -0.03 1.38 -0.42
C -0.19 0.41 0.24 -0.28
O -5.68 0.17 0.15 -1.07
O -4.47 -1.65 -0.90 -1.03
P -4.34 -0.07 -0.41 1.72
S -2.95 1.38 1.60 -0.21
S -1.57 -0.92 0.13 0.11
H -1.13 2.28 -1.64 0.21
H -0.31 1.59 -3.04 0.19
H -1.46 0.76 -1.98 0.22
H 1.85 -1.50 0.12 0.20
H 0.89 -2.03 1.53 0.22
H 2.40 -1.36 2.02 0.20
H 0.78 -0.24 -1.59 0.20
H 1.32 1.26 -0.84 0.19
H -0.02 -0.06 2.24 0.23
H 1.35 0.80 1.60 0.18
H -0.81 1.20 0.44 0.24
H -5.41 -1.97 -0.90 0.50
```

***

Entry 3:
3 unconnected molecules or ions with the total composition C6H12O3. Source: the Open Molecules 2025 dataset; level of theory: ωB97M-V/def2-TZVPD.

HOMO energy (alpha / beta)	-0.272 / -0.272	Eh
net charge	0
gap between HOMO and LUMO (alpha / beta)	0.2956 / 0.2956	Ha

Structure (XYZ):
```
21
Properties=species:S:1:pos:R:3:nbo_charge:R:1
C 0.28 -0.56 -0.20 0.11
C -1.18 0.84 0.77 -0.47
C -0.21 -0.48 -1.62 -0.63
C 0.01 -1.79 0.63 -0.63
C -1.41 2.20 0.17 -0.65
C 0.85 0.55 0.39 0.81
O 2.19 -1.07 -0.78 -0.54
O 2.88 -1.33 0.48 -0.54
O 1.55 1.39 0.76 -0.42
H 3.57 -0.65 0.46 0.45
H -1.95 0.11 0.51 0.20
H -1.03 0.83 1.85 0.21
H -1.29 -0.64 -1.66 0.22
H 0.02 0.48 -2.09 0.23
H 0.30 -1.27 -2.18 0.27
H -1.07 -1.99 0.67 0.22
H 0.39 -1.70 1.64 0.24
H 0.52 -2.62 0.15 0.27
H -0.59 2.88 0.39 0.22
H -1.53 2.14 -0.92 0.21
H -2.32 2.65 0.57 0.22
```

***

Entry 4:
A single C6H12O4Se molecule. Source: the Open Molecules 2025 dataset; level of theory: ωB97M-V/def2-TZVPD.

HOMO energy (alpha / beta)	-0.281 / -0.275	Eh
net charge	0
gap between HOMO and LUMO (alpha / beta)	0.2560 / 0.2352	Ha

Structure (XYZ):
```
23
Properties=species:S:1:pos:R:3:nbo_charge:R:1
C -0.83 -1.55 -0.11 -0.56
C 0.05 2.44 -0.13 -0.56
C 0.61 -1.23 0.25 0.06
C 0.67 1.38 0.87 0.03
C 1.09 0.18 0.01 0.05
C -1.16 -1.22 -1.47 0.39
O 0.90 -1.58 1.61 -0.72
O -0.26 1.17 1.91 -0.73
O 2.48 0.07 0.06 -0.72
O -2.28 -1.49 -2.10 -0.62
Se -1.47 1.79 -1.25 -0.35
H -0.89 -2.69 -0.26 0.25
H -1.49 -1.17 0.75 0.27
H -0.35 3.29 0.31 0.22
H 0.78 2.79 -0.78 0.20
H 1.14 -1.82 -0.50 0.20
H 1.57 1.72 1.37 0.20
H 0.90 0.55 -1.21 0.20
H -0.41 -0.93 -2.31 0.25
H 0.54 -0.84 2.11 0.49
H -1.10 1.20 1.51 0.48
H 2.59 -0.51 0.88 0.47
H -3.10 -1.56 -1.51 0.51
```

***

Entry 5:
2 unconnected molecules or ions with the total composition C6H12OS2. Source: the Open Molecules 2025 dataset; level of theory: ωB97M-V/def2-TZVPD.

HOMO energy (alpha / beta)	-0.285 / -0.285	Eh
net charge	0
gap between HOMO and LUMO (alpha / beta)	0.2877 / 0.2875	Ha

Structure (XYZ):
```
21
Properties=species:S:1:pos:R:3:nbo_charge:R:1
C -0.42 2.31 -0.84 -0.53
C 0.36 1.69 -0.02 0.21
C 1.27 1.94 1.17 -0.74
C 2.26 -2.45 -0.86 -0.80
C -2.55 -0.86 0.38 -0.79
C 0.25 -0.74 -0.07 -0.64
O -0.73 -2.60 1.51 -0.97
S 1.93 -1.19 0.27 0.27
S -0.91 -1.12 1.29 1.19
H -1.12 1.82 -1.56 0.24
H -0.46 3.38 -0.72 0.22
H 1.24 3.01 1.39 0.24
H 0.82 1.44 2.09 0.24
H 2.23 1.37 0.94 0.26
H 3.22 -2.92 -0.45 0.25
H 2.26 -1.97 -1.95 0.22
H 1.43 -3.23 -0.88 0.24
H -2.63 -1.51 -0.42 0.23
H -2.60 0.11 -0.12 0.22
H -3.16 -0.83 1.30 0.24
H -0.12 -1.23 -0.94 0.20
```

***

Entry 6:
A single C6H12OSi molecule. Source: the Open Molecules 2025 dataset; level of theory: ωB97M-V/def2-TZVPD.

HOMO energy	-0.326	Eh
net charge	0
gap between HOMO and LUMO	0.3444	Ha

Structure (XYZ):
```
20
Properties=species:S:1:pos:R:3:nbo_charge:R:1
C 1.00 -0.54 1.20 0.19
C -0.16 -1.49 1.48 -0.53
C -1.50 -0.86 1.02 -0.43
C -1.41 -0.51 -0.49 -0.73
C 1.42 -0.03 -1.96 -1.08
C 0.39 2.36 -0.05 -1.04
O 2.06 -0.55 1.77 -0.51
Si 0.54 0.41 -0.32 1.41
H -0.15 -2.45 0.79 0.24
H -0.13 -1.85 2.62 0.24
H -2.39 -1.49 1.06 0.22
H -1.78 0.17 1.39 0.20
H -1.51 -1.37 -1.01 0.19
H -2.29 0.20 -0.63 0.21
H 2.51 0.43 -1.96 0.24
H 1.41 -1.09 -2.11 0.24
H 0.96 0.52 -2.77 0.24
H 1.10 2.66 0.73 0.24
H 0.46 2.85 -0.98 0.24
H -0.54 2.61 0.22 0.23
```

***

One value per record, in order, for max |F|: 6.40, 4.32, 2.00, 4.46, 4.06, 5.21 eV/Å.
One value per record, in order, for relative energy (zero: lowest compared OMol25 entry of this formula, charge and spin): 3.653, 0.000, 7.603, 1.225, 5.936, 2.391 eV.